{"formula": "C23H42BILaN9O3SeSi3", "method": "wB97M-V/def2-TZVPD", "total_charge": -1, "relative_energy_ev": 0.7701, "lumo_ev": [2.39, 0.74], "s_squared": 0.754, "spin_multiplicity": 2, "elements": ["La", "C", "C", "N", "N", "C", "B", "N", "C", "C", "C", "N", "N", "C", "C", "C", "N", "N", "C", "C", "C", "N", "H", "H", "H", "H", "H", "H", "H", "H", "H", "H", "H", "H", "I", "C", "H", "H", "C", "Si", "C", "C", "Se", "H", "H", "H", "H", "H", "H", "H", "H", "H", "O", "N", "O", "O", "C", "Si", "C", "C", "C", "Si", "C", "C", "C", "H", "H", "H", "H", "H", "H", "H", "H", "H", "H", "H", "H", "H", "H", "H", "H", "H", "H", "H"], "coordinates": [[12.4106, 13.1675, 9.5457], [11.9536, 17.2501, 12.1515], [11.4293, 16.2102, 11.3749], [12.4283, 15.6667, 10.5793], [13.6199, 16.3668, 10.8855], [13.3036, 17.3876, 11.7561], [15.0029, 15.6962, 10.5448], [15.1002, 15.5036, 8.9710], [15.8377, 16.1951, 8.0121], [15.4089, 15.8090, 6.7293], [14.3843, 14.8296, 6.9823], [14.1744, 14.6896, 8.3080], [15.0696, 14.2831, 11.2598], [15.7973, 14.0003, 12.4010], [15.3881, 12.7692, 12.9077], [14.3126, 12.3446, 12.0317], [14.1740, 13.2209, 11.0337], [16.1643, 16.5827, 11.0330], [17.4905, 16.2331, 11.2801], [18.2951, 17.3994, 11.0499], [17.3532, 18.3652, 10.6289], [16.0963, 17.8978, 10.7190], [11.3602, 17.7011, 12.9230], [10.4006, 15.9071, 11.2019], [14.0668, 18.1242, 12.0554], [16.5752, 16.9279, 8.2695], [15.8156, 16.1005, 5.8152], [13.7547, 14.3422, 6.2438], [16.5524, 14.7074, 12.7616], [15.6181, 12.2622, 13.8343], [13.7578, 11.3969, 12.0185], [17.7876, 15.2277, 11.5278], [19.3778, 17.4737, 11.0803], [17.5611, 19.4333, 10.4116], [10.7816, 11.2507, 11.8757], [10.5237, 13.1649, 11.1869], [11.1831, 13.7704, 11.8402], [9.4676, 13.4011, 11.2338], [12.8097, 9.4808, 6.8593], [13.9177, 8.6543, 8.1078], [15.5212, 7.7539, 7.4160], [13.0126, 7.2998, 9.0175], [14.5322, 10.5792, 9.1617], [12.2768, 8.7404, 6.2105], [13.3827, 10.1741, 6.2351], [12.0907, 10.0962, 7.3755], [15.1763, 6.8256, 6.9126], [16.1127, 7.4741, 8.3348], [16.1357, 8.3252, 6.7214], [13.1310, 6.2555, 8.5929], [11.9217, 7.5733, 9.1138], [13.4481, 7.2194, 10.0312], [9.8559, 11.9569, 6.4321], [10.5915, 12.4021, 7.3336], [11.6478, 13.0897, 7.1555], [10.4453, 12.1746, 8.5681], [7.2846, 14.3205, 6.1976], [8.0773, 15.5113, 7.4006], [6.9242, 17.0171, 7.4790], [7.9829, 14.5145, 8.9780], [9.7458, 16.0492, 7.1203], [10.5350, 17.4626, 6.3844], [11.6565, 17.1187, 4.8514], [9.4008, 18.8843, 5.7989], [11.6931, 18.4377, 7.6137], [6.2068, 14.1053, 6.4129], [7.8924, 13.4046, 6.2606], [7.4061, 14.7262, 5.1544], [5.8818, 16.6484, 7.6247], [6.9219, 17.7247, 6.6025], [7.1321, 17.6298, 8.3354], [6.9209, 14.4917, 9.3833], [8.5877, 14.9681, 9.7727], [8.2737, 13.4663, 8.8087], [10.5880, 15.3690, 7.4770], [11.0927, 16.5977, 4.0443], [12.4710, 16.4116, 5.2069], [12.1409, 17.9847, 4.4159], [8.6674, 18.5354, 5.1012], [9.9275, 19.7210, 5.2992], [8.8502, 19.2973, 6.7085], [12.4827, 17.8286, 8.0791], [11.0313, 18.7056, 8.4510], [12.1969, 19.3620, 7.2426]], "forces_ev_per_angstrom": [[-0.772, -0.796, -1.822], [0.561, -0.429, -0.898], [2.659, -0.250, -1.870], [0.007, 1.217, 1.648], [-2.535, 0.461, 0.520], [-0.132, -1.098, 0.372], [-0.419, -0.490, -0.494], [-0.284, 0.221, -1.910], [-1.573, -1.349, -0.093], [-0.960, -1.349, 3.152], [0.697, 1.464, 0.988], [1.325, 0.927, -0.577], [0.146, -0.978, 1.110], [-0.915, -0.496, -0.485], [-1.674, 0.225, -0.879], [1.973, 0.730, 0.177], [2.937, 1.428, 2.709], [1.830, 0.067, 0.214], [0.332, 2.187, -1.059], [-1.653, -1.962, -0.175], [-0.413, 0.181, 1.175], [0.710, 0.457, -1.051], [0.278, 0.744, 0.004], [0.325, -0.169, 0.351], [-0.542, -0.737, -0.146], [0.173, 0.056, 0.316], [0.432, 0.449, -1.199], [0.122, -0.194, 0.385], [-0.771, -0.619, -0.001], [0.400, 0.208, -0.214], [0.334, 0.683, 0.030], [0.064, 0.167, -0.227], [-0.362, -0.056, 0.124], [-0.429, -0.961, 0.101], [0.046, -1.638, 0.428], [0.365, 1.631, 0.105], [-0.941, -0.085, 0.342], [0.052, 0.260, 0.240], [-0.260, -1.193, -1.440], [1.428, 1.086, -0.368], [-0.966, -0.284, 0.883], [-0.652, -0.866, 0.631], [-0.134, -0.334, 0.453], [0.180, 0.639, 0.238], [0.027, -0.236, 0.008], [-0.396, -0.019, 0.314], [0.329, 0.341, 0.248], [-0.423, 0.230, -0.990], [-0.031, 0.117, 0.169], [-0.285, 1.246, 0.102], [1.056, -0.443, -0.014], [-0.331, 0.152, -0.260], [1.590, 1.325, 1.955], [0.150, -0.971, -0.210], [-0.178, 0.478, -2.249], [-2.488, -1.383, -0.873], [0.380, 0.171, -1.314], [-2.603, -0.354, 0.544], [-0.687, 0.130, -0.763], [-1.083, 0.221, 0.935], [2.365, -1.409, 0.374], [2.148, 3.614, -1.471], [-0.067, -2.015, 0.625], [-0.298, 0.402, 1.462], [-0.212, -0.557, 0.340], [0.976, 0.260, -0.097], [-0.432, 0.049, -0.184], [-0.379, -0.524, 0.776], [0.603, 0.181, -0.204], [0.082, -0.924, 0.665], [0.233, 0.399, 0.611], [1.067, 0.063, -0.574], [0.026, -0.326, -0.060], [0.151, 0.391, 0.153], [-1.125, 0.541, -0.363], [0.381, 0.253, 0.464], [-0.796, 0.707, -0.552], [-0.073, 0.363, 0.203], [-0.666, -0.227, -0.451], [0.038, -0.522, 0.435], [0.577, -0.359, -1.168], [-0.143, -0.062, -0.217], [0.185, 0.235, -0.068], [-0.657, -0.693, -0.089]], "mulliken_spin": [0.02, 0.00, 0.00, -0.01, 0.00, 0.00, 0.00, 0.00, 0.00, 0.00, 0.00, 0.00, 0.00, 0.00, 0.00, 0.00, 0.00, 0.00, 0.00, 0.00, 0.00, 0.00, 0.00, 0.00, 0.00, 0.00, 0.00, 0.00, 0.00, 0.00, 0.00, 0.00, 0.00, 0.00, 0.00, 0.00, 0.00, 0.00, 0.00, 0.00, 0.00, 0.00, 0.00, 0.00, 0.00, 0.00, 0.00, 0.00, 0.00, 0.00, 0.00, 0.00, 0.00, 0.00, 0.00, 0.00, 0.06, -0.02, 0.02, 0.04, 0.44, -0.02, 0.05, 0.00, 0.05, 0.00, -0.01, 0.00, 0.00, 0.00, 0.00, 0.00, -0.01, 0.00, 0.40, 0.00, -0.01, 0.00, 0.00, 0.00, 0.00, -0.01, 0.00, 0.00]}

---

{"formula": "C18H43AuF6NO6S2Si2", "method": "wB97M-V/def2-TZVPD", "total_charge": 1, "lumo_ev": [-2.67, -7.03], "s_squared": 2.012, "spin_multiplicity": 3, "elements": ["O", "O", "C", "C", "H", "H", "H", "H", "H", "C", "C", "H", "H", "H", "H", "H", "C", "C", "C", "H", "H", "H", "H", "H", "C", "H", "H", "H", "H", "H", "H", "Au", "C", "Si", "H", "H", "C", "C", "C", "C", "Si", "H", "H", "C", "C", "C", "H", "H", "H", "H", "H", "H", "H", "H", "H", "H", "H", "H", "H", "H", "H", "H", "H", "H", "F", "C", "F", "F", "S", "O", "O", "N", "S", "O", "O", "C", "F", "F", "F"], "coordinates": [[-1.6008, 1.6179, -1.0769], [-2.5393, -0.4832, -1.9871], [-2.5719, 2.4355, -0.3008], [-1.9059, 3.6797, 0.2237], [-2.9139, 1.7896, 0.5060], [-3.4105, 2.6654, -0.9675], [-1.0300, 3.4488, 0.8425], [-2.6336, 4.2028, 0.8536], [-1.6068, 4.3760, -0.5682], [-1.0455, 2.2697, -2.3184], [-2.1522, 2.6113, -3.2795], [-0.3448, 1.5323, -2.7202], [-0.4790, 3.1271, -1.9329], [-2.8031, 1.7473, -3.4906], [-1.7294, 2.9284, -4.2387], [-2.7579, 3.4347, -2.8846], [-1.7450, -1.4081, -2.7899], [-3.8481, -0.9426, -1.5566], [-1.8279, -1.0637, -4.2510], [-2.1130, -2.4286, -2.5963], [-0.7244, -1.3212, -2.3975], [-2.8521, -1.1638, -4.6272], [-1.1929, -1.7532, -4.8145], [-1.4699, -0.0466, -4.4455], [-4.8496, -0.8773, -2.6841], [-4.1114, -0.2840, -0.7212], [-3.7313, -1.9716, -1.1746], [-4.8173, 0.0913, -3.1972], [-5.8521, -1.0039, -2.2661], [-4.6817, -1.6799, -3.4090], [-2.0061, 0.6809, -1.3659], [0.5169, 0.6040, 0.8108], [-1.1381, -0.6216, 1.1190], [-1.5528, -2.0242, 2.3422], [-1.9180, 0.1486, 1.2532], [-1.3051, -1.0869, 0.1316], [-3.3773, -1.6922, 2.8015], [-0.6825, -2.2333, 3.9890], [-1.3890, -3.6121, 1.3380], [1.9321, 2.0870, 0.4363], [3.1039, 1.8334, -1.0286], [2.4939, 2.1324, 1.3942], [1.3437, 3.0292, 0.3494], [2.7233, 3.2423, -2.2360], [2.8216, 0.1578, -1.8278], [4.9328, 2.0521, -0.6155], [-1.5490, -3.4150, 0.2687], [-2.1151, -4.3746, 1.6565], [-0.3709, -4.0100, 1.4654], [-3.4852, -0.6889, 3.2419], [-3.7435, -2.4140, 3.5446], [-4.0512, -1.7452, 1.9343], [-0.2005, -1.2877, 4.2708], [0.0894, -3.0108, 3.9321], [-1.3976, -2.5170, 4.7769], [2.2591, 0.2654, -2.7666], [2.2625, -0.5070, -1.1518], [3.7907, -0.3156, -2.0464], [5.5239, 2.2034, -1.5320], [5.3220, 1.1694, -0.0949], [5.0842, 2.9203, 0.0417], [3.5915, 3.4015, -2.8913], [2.5382, 4.1712, -1.6779], [1.8467, 3.0330, -2.8629], [4.5214, 2.0756, 3.3699], [4.0656, 0.8521, 3.7597], [4.5847, 0.5675, 4.9686], [2.7183, 0.9233, 3.8626], [4.5575, -0.4700, 2.5239], [4.1065, 0.0008, 1.2321], [5.9423, -0.7530, 2.7777], [3.5843, -1.5719, 3.1361], [2.8205, -2.5705, 2.1569], [1.4158, -2.2441, 2.0287], [3.5423, -2.9443, 0.9657], [2.8898, -3.9740, 3.3928], [4.1613, -4.3876, 3.5715], [2.3816, -3.5906, 4.5891], [2.1547, -5.0191, 2.9344]], "forces_ev_per_angstrom": [[0.109, 0.269, -0.154], [0.060, -0.062, 0.212], [-0.048, 0.195, -0.305], [0.057, 0.213, 0.120], [0.079, -0.054, -0.125], [0.143, -0.114, 0.196], [-0.195, -0.013, -0.106], [0.138, -0.067, -0.074], [-0.108, -0.167, 0.148], [0.081, -0.115, 0.351], [-0.310, 0.150, -0.107], [-0.113, 0.033, 0.201], [-0.183, -0.278, -0.321], [0.288, 0.274, 0.184], [0.030, 0.035, 0.220], [0.059, -0.124, -0.265], [-0.177, -0.017, 0.429], [0.394, -0.145, -0.032], [0.032, -0.026, -0.347], [0.166, 0.334, 0.024], [-0.122, -0.127, -0.139], [0.268, 0.079, 0.053], [-0.058, 0.084, 0.020], [-0.073, -0.159, 0.012], [-0.268, -0.060, 0.037], [-0.056, -0.137, -0.129], [-0.101, 0.387, -0.014], [0.017, -0.188, 0.118], [0.057, -0.039, -0.123], [-0.070, 0.185, 0.087], [-0.133, -0.231, -0.288], [0.742, -1.099, 0.355], [-1.913, -0.537, 0.027], [0.158, -1.322, 0.983], [0.298, 0.108, -0.041], [0.381, 0.334, 0.035], [-0.064, 0.484, -0.492], [0.088, 0.220, 0.063], [0.039, 0.144, -0.076], [0.965, 2.072, 0.563], [1.023, -0.182, -0.923], [-0.459, -0.250, -0.268], [0.127, -0.567, 0.081], [-0.332, -0.095, 0.181], [-0.227, -0.058, -0.040], [-0.041, -0.046, 0.500], [0.012, -0.186, 0.124], [0.189, 0.229, -0.035], [-0.344, 0.118, -0.093], [0.009, -0.230, -0.047], [0.312, 0.066, -0.207], [0.099, 0.022, 0.155], [0.019, -0.274, 0.154], [-0.261, 0.361, -0.008], [0.135, 0.198, -0.293], [0.119, -0.112, 0.159], [0.249, -0.078, -0.207], [-0.367, 0.069, 0.096], [-0.383, 0.055, 0.119], [-0.125, 0.340, -0.204], [0.056, -0.146, -0.181], [-0.271, -0.048, 0.157], [0.091, -0.100, -0.222], [0.143, 0.121, 0.022], [-0.413, -0.889, 0.215], [0.582, 0.259, 0.374], [-0.561, 0.323, -0.971], [0.617, 0.201, -0.099], [-0.228, -0.800, 1.337], [0.002, 0.194, 0.125], [-0.730, 0.583, -0.524], [-0.003, -0.042, -1.121], [1.562, 0.222, 0.962], [-0.328, 0.242, -0.455], [-0.628, -0.035, 0.550], [0.100, -0.757, 0.272], [-1.214, 0.426, -0.224], [0.379, -0.331, -1.064], [0.433, 0.685, 0.306]], "mulliken_spin": [0.08, 0.00, 0.02, -0.01, 0.01, 0.00, 0.01, 0.00, 0.00, 0.01, 0.00, -0.01, 0.00, 0.00, 0.00, 0.00, 0.00, 0.00, 0.00, 0.00, 0.00, 0.00, 0.00, 0.00, 0.00, 0.00, 0.00, 0.00, 0.00, 0.00, 0.00, 0.75, 0.51, 0.00, 0.00, -0.05, 0.05, 0.01, 0.01, 0.52, 0.02, -0.01, -0.02, 0.02, 0.03, 0.04, 0.00, 0.00, 0.00, 0.00, 0.01, 0.00, 0.00, 0.00, 0.00, 0.00, 0.00, 0.00, 0.00, 0.00, 0.00, 0.00, 0.00, 0.00, 0.00, 0.00, 0.00, -0.01, 0.00, 0.00, 0.00, 0.00, 0.00, 0.02, 0.00, 0.00, 0.00, 0.00, 0.00]}

---

{"formula": "C12H30ClLiN2O4", "method": "wB97M-V/def2-TZVPD", "total_charge": 0, "relative_energy_ev": 13.0986, "lumo_ev": 0.05, "spin_multiplicity": 1, "elements": ["Li", "Cl", "C", "O", "C", "C", "N", "C", "C", "O", "C", "H", "H", "H", "H", "H", "H", "H", "H", "H", "H", "H", "H", "H", "H", "H", "C", "O", "C", "C", "N", "C", "C", "O", "C", "H", "H", "H", "H", "H", "H", "H", "H", "H", "H", "H", "H", "H", "H", "H"], "coordinates": [[5.2741, 0.7172, 7.8273], [6.0094, 2.1710, 7.4536], [7.2048, 5.2343, 10.3635], [6.8038, 5.2403, 9.0513], [5.9764, 4.0968, 8.7620], [5.3822, 4.3617, 7.3678], [4.4594, 5.5364, 7.3460], [4.0892, 5.8730, 5.9474], [3.4959, 7.3095, 5.7579], [4.3530, 8.3659, 6.3602], [3.6871, 9.6519, 6.1258], [7.5849, 6.2357, 10.5656], [8.0019, 4.5109, 10.5346], [6.3928, 4.9393, 11.0281], [5.1660, 4.1024, 9.4910], [6.4815, 3.1310, 8.7682], [4.7883, 3.4615, 7.2096], [6.1683, 4.3605, 6.6128], [4.9754, 6.3484, 7.6534], [3.3201, 5.1554, 5.6617], [4.8242, 5.6697, 5.1687], [2.5462, 7.3709, 6.2894], [3.1346, 7.4711, 4.7423], [2.7026, 9.5864, 6.5891], [3.5833, 9.8575, 5.0605], [4.2177, 10.4681, 6.6162], [6.3418, -2.0567, 7.5265], [5.9802, -0.7731, 7.0286], [4.9936, -0.9916, 5.9780], [4.6451, 0.2428, 5.1669], [4.1697, 1.3765, 5.9809], [3.6510, 2.4653, 5.1139], [3.3159, 3.7134, 5.9813], [2.4001, 3.2777, 7.0023], [1.8969, 4.3863, 7.8122], [6.9810, -2.4913, 6.7579], [5.5419, -2.7641, 7.7454], [6.9374, -2.1459, 8.4350], [4.0268, -1.2311, 6.4207], [5.2876, -1.8046, 5.3142], [3.8983, 0.0057, 4.4092], [5.4578, 0.6444, 4.5617], [5.0791, 1.6934, 6.2852], [2.7002, 2.1366, 4.6945], [4.3313, 2.6724, 4.2878], [2.8724, 4.4811, 5.3472], [4.1364, 4.1120, 6.5779], [2.6912, 4.9010, 8.3529], [1.1769, 3.8990, 8.4697], [1.3356, 5.1327, 7.2500]], "forces_ev_per_angstrom": [[-3.439, -5.816, 1.754], [8.647, -1.233, -1.490], [0.675, 0.165, 0.561], [-0.682, -0.479, -0.901], [0.143, 3.743, 0.674], [0.364, 2.232, 2.792], [1.822, 1.386, -0.844], [-0.120, 4.835, -0.203], [0.956, -0.448, 2.089], [-1.408, 0.325, -1.775], [0.379, -1.297, 0.637], [-0.067, -0.064, 0.417], [0.332, -0.171, 0.071], [-0.243, 0.330, 0.297], [-0.429, -0.124, 0.204], [0.684, 2.161, 1.777], [0.945, 1.474, 1.189], [-0.029, 0.439, -0.160], [0.260, 0.144, 0.509], [2.195, 6.415, 1.020], [0.879, 0.137, 0.132], [-0.171, -0.152, 0.600], [0.953, 0.312, -0.533], [-0.262, 0.150, -0.096], [0.054, -0.021, -0.078], [0.308, -0.294, -0.055], [1.045, -1.163, -0.350], [-0.952, -1.058, -0.075], [-0.767, 0.643, -0.374], [0.040, 1.082, -0.674], [-1.895, -1.671, -2.253], [-0.804, -0.351, 1.502], [-2.617, -5.779, -0.414], [-0.387, 0.981, -0.058], [-0.210, -1.233, 0.048], [-0.073, -0.370, -0.079], [-0.687, 0.381, -0.438], [0.089, 1.342, 0.129], [0.054, -0.550, 0.471], [0.295, -0.025, 0.115], [-0.274, -0.591, 0.180], [0.715, -0.423, -0.130], [-0.763, 0.292, -0.786], [-0.069, -0.087, -0.190], [0.222, 0.329, -0.097], [-2.984, -4.634, -1.657], [-2.621, -1.120, -3.111], [-0.240, -0.277, -0.021], [0.100, 0.113, 0.188], [0.039, 0.018, -0.513]], "mulliken_charge": [0.72, -1.02, -0.76, -0.33, -0.75, -0.15, -0.52, -0.67, -0.88, -0.33, -0.73, 0.24, 0.28, 0.32, 0.35, 0.53, 0.83, 0.23, 0.49, -0.43, 0.32, 0.32, 0.46, 0.32, 0.28, 0.26, -0.90, -0.30, -0.69, -0.72, -0.61, -1.28, 0.39, -0.44, -0.71, 0.33, 0.35, 0.30, 0.37, 0.45, 0.50, 0.39, 0.79, 0.49, 0.34, 0.82, -0.07, 0.24, 0.35, 0.25]}